Here is a structure of composition C28H28CoN8O4S3 from the Open Molecules 2025 dataset. Energies are from ωB97M-V with the def2-TZVPD basis set.

Structure (XYZ):
```
72
Properties=species:S:1:pos:R:3:forces:R:3:lowdin_charge:R:1
Co 0.1673 0.4045 0.0934 0.3 -1.0 0.6 0.377
S 1.6313 1.7239 2.8006 0.0 0.1 0.1 0.581
S -1.0128 -1.1050 -2.6889 0.2 0.0 0.1 0.577
S 1.0667 2.3620 -0.7959 0.0 0.4 0.3 0.792
O 1.3203 1.4886 4.1877 0.0 -0.1 0.0 -0.308
O 1.2332 2.9680 2.2093 0.0 0.1 -0.1 -0.337
O -1.8495 -0.4548 -3.6590 0.0 0.0 -0.1 -0.306
O 0.3827 -1.3017 -2.9747 0.0 0.0 -0.1 -0.315
N -1.0443 -0.3106 -1.2860 -0.4 0.6 0.1 -0.165
N 1.0681 0.5273 1.8753 -0.3 0.1 -0.1 -0.161
N -1.8269 1.0578 0.2650 -0.2 0.0 0.2 0.066
N 2.9838 2.5501 -2.6569 -0.1 0.2 0.1 0.130
N -3.4316 -0.0812 -1.0755 0.0 0.0 0.0 0.151
N 0.8252 3.1478 -3.2809 -0.1 0.2 0.1 0.118
N -3.2984 -6.4375 -1.5225 0.1 0.0 -0.1 0.099
N -0.2121 -1.1734 1.3613 0.1 0.3 -0.2 0.051
C 4.8751 2.9326 -4.0778 0.0 0.0 0.0 -0.016
C -0.9425 -2.2697 1.5619 0.0 0.0 -0.3 -0.103
C -1.4394 -4.8975 -1.4707 0.0 0.0 0.0 -0.036
C 1.6848 2.6597 -2.3341 0.1 -0.5 -0.4 -0.713
C -1.7092 -2.6736 -2.3295 0.0 -0.2 -0.1 -0.306
C 5.3737 1.9260 1.3557 0.0 0.0 0.0 -0.035
C -2.1756 0.2105 -0.7327 0.0 0.0 -0.2 -0.457
C 2.5543 3.6874 -4.7225 0.0 0.0 0.0 0.032
C 0.4744 -0.6121 2.3668 0.2 0.1 0.1 -0.355
C 0.1654 4.3180 -5.3033 0.0 0.0 0.0 0.002
C 3.3814 1.5773 2.6294 0.1 0.0 0.0 -0.275
C -0.2507 -2.3429 3.8301 0.0 0.0 -0.1 -0.061
C -4.1149 1.5054 0.5904 0.0 0.0 0.0 -0.057
C 6.1221 1.2281 2.3034 0.0 0.0 0.0 -0.274
C -4.3741 0.5805 -0.4098 0.0 0.0 0.0 -0.121
C 0.4997 -1.2042 3.6393 0.0 0.0 0.1 -0.002
C -3.5734 -4.1789 -2.3295 0.0 0.0 0.0 -0.028
C 5.4712 0.7164 3.4193 0.0 0.0 0.0 -0.039
C 4.1030 0.8851 3.5886 0.0 0.0 -0.1 -0.050
C 4.0116 2.1093 1.5104 0.0 0.0 0.0 -0.051
C -0.9059 -3.6567 -1.7604 -0.1 0.0 -0.1 -0.077
C -2.7807 -5.1747 -1.7547 0.0 -0.1 0.0 -0.323
C -2.7819 1.6952 0.9170 0.1 0.0 0.0 -0.091
C 1.2202 3.7121 -4.4389 -0.1 0.0 -0.1 -0.255
C -3.0424 -2.9346 -2.6161 0.1 0.0 0.0 -0.061
C 7.6068 1.0536 2.1202 -0.1 0.0 0.0 -0.053
C -1.0022 -2.8906 2.7866 0.1 0.0 0.1 -0.071
C 3.4099 3.0529 -3.8035 0.0 -0.1 0.1 -0.290
H 6.0398 0.1796 4.1700 0.0 0.0 0.0 0.110
H -1.4750 -2.6533 0.6987 0.0 0.0 0.0 0.105
H -5.3973 0.3458 -0.6875 0.0 0.0 0.0 0.109
H -2.7942 -7.0425 -0.8997 0.0 0.0 0.0 0.088
H 5.1580 1.8797 -4.0826 0.0 0.0 0.0 0.094
H 2.9339 4.1310 -5.6303 0.0 0.0 0.0 0.121
H -4.6112 -4.3923 -2.5590 0.0 0.0 0.0 0.109
H 5.8676 2.3308 0.4787 0.0 0.0 0.0 0.113
H 5.1495 3.3859 -5.0279 0.0 0.0 0.0 0.077
H 7.8236 0.4941 1.2081 0.0 0.0 0.0 0.081
H -0.1504 3.1600 -3.0079 0.0 0.0 0.0 0.151
H 1.0633 -0.7513 4.4384 0.0 0.0 0.0 0.097
H -0.2583 -2.8148 4.8051 0.0 0.0 0.0 0.108
H -0.8154 -5.6698 -1.0353 0.0 0.0 0.0 0.111
H 0.1370 -3.4413 -1.5638 0.0 0.0 0.0 0.118
H -0.3393 5.1247 -4.7692 0.0 0.0 0.0 0.097
H -1.6062 -3.7752 2.9256 0.0 0.0 0.0 0.099
H -4.2974 -6.5375 -1.5031 0.0 0.0 0.1 0.088
H 8.0489 0.5185 2.9600 0.0 0.0 0.0 0.072
H 8.1029 2.0222 2.0365 0.0 0.0 0.0 0.080
H 0.6018 4.7198 -6.2133 0.0 0.0 0.0 0.087
H 3.5972 0.5016 4.4645 0.0 0.0 0.0 0.108
H -4.9066 2.0304 1.1027 0.0 0.0 0.0 0.096
H -3.6462 -2.1565 -3.0611 0.0 0.0 0.0 0.107
H -0.5842 3.5708 -5.5699 0.0 0.0 0.0 0.100
H 3.4327 2.6544 0.7756 0.0 0.0 0.0 0.075
H -2.4626 2.3637 1.7088 0.0 0.0 0.0 0.125
H 5.4297 3.4143 -3.2726 0.0 0.0 0.0 0.090
```
Positions in Å, forces in eV/Å.

- E_tot: -119735.0968 eV
- Orbital gap (spin up / spin down): 7.449 / 7.464 eV
- Relative energy (zero: lowest compared OMol25 entry of this formula, charge and spin): 0.399 eV
- Total charge: 0
- <S²>: 0.804
- HOMO energy (spin up / spin down): -7.89 / -7.87 eV
- Multiplicity: 2